1.
# C36H69Cl18NO4S

A 10-piece molecular cluster, C36H69Cl18NO4S overall in a non-equilibrium geometry (ωB97M-V/def2-TZVPD, OMol25).

Properties
Orbital gap   8.8 eV
LUMO level   0.2171 eV
SMILES string   CC(=O)OC[C@H]1[C@@H](CC(C)C)NC(=O)[C@]1(CCCS)CCCCO.ClCCCl.ClCCCl.ClCCCl.ClCCCl.ClCCCl.ClCCCl.ClCCCl.ClCCCl.ClCCCl
Largest force on an atom   1.36 eV Å⁻¹
Total energy   -10450.50616 a.u.
HOMO energy   -0.3143 Eh
Spin multiplicity   1

Last column: Mulliken charge in e.
Atoms and positions in Å:
C: 1.479 -3.645 -0.622  -0.94
C: 0.416 -3.707 -1.683  0.70
O: 0.077 -4.734 -2.186  -0.60
O: -0.121 -2.556 -2.126  -0.35
C: -0.115 -1.419 -1.250  -1.48
C: -0.739 -0.257 -1.989  -0.02
C: -2.250 -0.243 -2.322  -0.03
C: -3.229 -1.049 -1.464  -1.72
C: -3.325 -0.810 0.045  1.40
C: -3.857 0.591 0.386  -1.47
C: -4.297 -1.845 0.635  -1.85
N: -2.548 1.199 -2.527  0.05
C: -1.411 1.987 -2.219  -1.37
O: -1.377 3.159 -2.472  -0.51
C: -0.320 1.174 -1.530  3.51
C: -0.363 1.208 0.021  -0.91
C: -0.173 2.548 0.749  -1.08
C: -1.296 3.594 0.627  -0.63
S: -0.561 5.143 0.026  -0.21
C: 1.123 1.450 -2.003  -1.24
C: 1.509 2.905 -2.365  -0.45
C: 3.018 3.118 -2.118  -1.44
C: 3.321 3.696 -0.730  0.08
O: 3.754 2.616 0.104  -0.19
H: 1.074 -3.400 0.361  0.27
H: 2.202 -2.860 -0.861  0.38
H: 2.014 -4.589 -0.593  0.31
H: -0.594 -1.655 -0.297  0.46
H: 0.919 -1.142 -1.021  0.49
H: -0.276 -0.347 -2.980  0.66
H: -2.314 -0.702 -3.314  0.16
H: -4.233 -0.831 -1.857  0.62
H: -3.047 -2.106 -1.682  0.52
H: -2.372 -0.957 0.559  0.00
H: -4.935 0.625 0.211  0.43
H: -3.410 1.379 -0.215  0.26
H: -3.696 0.798 1.447  0.34
H: -5.302 -1.697 0.234  0.39
H: -4.326 -1.776 1.724  0.43
H: -3.975 -2.860 0.384  0.40
H: -2.677 1.375 -3.521  0.08
H: 0.482 0.594 0.344  0.54
H: -1.264 0.728 0.403  -0.29
H: -0.086 2.297 1.810  0.62
H: 0.795 2.969 0.473  0.11
H: -1.703 3.799 1.617  0.45
H: -2.121 3.278 -0.008  0.28
H: -1.410 6.058 0.508  0.13
H: 1.360 0.832 -2.874  0.41
H: 1.807 1.128 -1.211  0.15
H: 0.908 3.635 -1.828  0.26
H: 1.297 3.064 -3.425  0.52
H: 3.436 3.765 -2.889  0.47
H: 3.495 2.136 -2.182  0.44
H: 2.412 4.145 -0.318  0.24
H: 4.071 4.492 -0.790  0.17
H: 4.070 2.995 0.934  0.06
Cl: 5.522 -1.920 0.408  -0.21
C: 5.813 -0.161 0.531  0.32
C: 6.171 0.256 1.932  -0.54
Cl: 4.790 0.091 3.047  -0.18
H: 4.921 0.353 0.183  -0.44
H: 6.635 0.073 -0.143  0.36
H: 6.459 1.306 1.937  0.28
H: 6.994 -0.331 2.331  0.39
Cl: 2.523 7.373 0.944  -0.14
C: 4.027 7.500 1.891  -0.35
C: 4.756 6.181 1.956  -0.44
Cl: 3.877 4.968 2.932  -0.16
H: 3.770 7.865 2.881  0.11
H: 4.657 8.239 1.398  0.36
H: 5.729 6.313 2.426  0.40
H: 4.900 5.768 0.961  0.21
Cl: 0.581 -10.305 -3.247  -0.21
C: 0.837 -8.814 -2.300  -0.44
C: 1.427 -7.701 -3.122  0.02
Cl: 3.114 -8.042 -3.601  -0.20
H: 1.473 -9.064 -1.455  0.34
H: -0.137 -8.503 -1.928  0.28
H: 1.435 -6.784 -2.537  -0.13
H: 0.852 -7.525 -4.027  0.34
Cl: -2.452 2.595 -5.754  -0.16
C: -3.775 1.934 -6.767  0.21
C: -3.242 1.091 -7.894  -0.32
Cl: -2.339 2.048 -9.097  -0.20
H: -4.346 2.783 -7.134  0.41
H: -4.442 1.328 -6.154  -0.41
H: -4.074 0.624 -8.420  0.20
H: -2.580 0.311 -7.525  0.32
Cl: 5.607 1.271 6.612  -0.21
C: 4.929 -0.381 6.623  -0.22
C: 5.477 -1.203 7.758  -0.29
Cl: 7.215 -1.568 7.539  -0.21
H: 5.147 -0.835 5.660  0.30
H: 3.853 -0.280 6.725  0.18
H: 4.960 -2.155 7.815  0.20
H: 5.358 -0.694 8.706  0.20
Cl: 3.216 -0.595 10.089  -0.18
C: 1.617 -1.292 9.704  -0.45
C: 1.710 -2.611 8.979  -0.50
Cl: 2.344 -2.436 7.317  -0.16
H: 1.070 -0.557 9.119  0.31
H: 1.103 -1.437 10.652  0.35
H: 0.716 -3.045 8.890  0.33
H: 2.352 -3.312 9.507  0.33
Cl: 1.583 8.926 5.990  -0.19
C: 1.966 7.230 6.385  -0.45
C: 3.397 7.060 6.825  -0.46
Cl: 4.535 7.339 5.482  -0.17
H: 1.750 6.628 5.506  0.28
H: 1.299 6.931 7.192  0.35
H: 3.555 6.039 7.169  0.27
H: 3.655 7.746 7.628  0.36
Cl: -6.086 -9.383 -1.585  -0.19
C: -6.446 -9.181 -3.320  -0.43
C: -6.065 -7.813 -3.824  -0.40
Cl: -7.106 -6.539 -3.139  -0.19
H: -7.506 -9.373 -3.462  0.32
H: -5.877 -9.940 -3.854  0.29
H: -6.185 -7.776 -4.905  0.28
H: -5.035 -7.566 -3.580  0.31
Cl: -6.455 0.148 -5.691  -0.21
C: -7.476 -0.534 -6.992  -0.50
C: -8.517 -1.477 -6.444  -0.48
Cl: -7.783 -2.954 -5.775  -0.16
H: -6.820 -1.037 -7.697  0.31
H: -7.958 0.303 -7.494  0.35
H: -9.194 -1.781 -7.240  0.33
H: -9.096 -1.006 -5.653  0.31

=====

2.
# C36H69INO18S7

A 8-piece molecular cluster, C36H69INO18S7 overall in a non-equilibrium geometry (ωB97M-V/def2-TZVPD, OMol25).

Properties
Orbital gap   4.9 eV
LUMO level   1.3845 eV
Largest force on an atom   3.62 eV Å⁻¹
Total energy   -5907.12313 a.u.
Total charge   -1
HOMO energy   -0.1284 Eh
Spin multiplicity   1

Last column: Mulliken charge in e.
Atoms and positions in Å:
C: 2.495 1.295 3.405  -0.41
C: 3.067 2.259 2.269  -0.50
O: 2.079 2.296 1.244  -0.13
C: 1.941 3.597 0.641  -0.53
C: 0.413 3.968 0.625  -0.95
N: -0.211 4.159 1.955  0.28
C: -0.874 2.938 2.468  0.21
C: -2.353 2.922 1.906  0.30
O: -2.577 3.021 0.677  -0.70
O: -3.367 2.779 2.704  -0.83
C: 0.679 4.770 2.929  0.13
C: -0.117 5.529 4.083  -0.23
O: -0.332 4.973 5.109  -0.31
I: -0.801 7.584 3.848  -0.10
H: 3.240 0.503 3.650  0.37
H: 1.561 0.820 3.005  0.20
H: 2.183 1.936 4.279  -0.20
H: 3.271 3.251 2.744  0.35
H: 4.048 1.822 1.942  0.32
H: 2.245 3.478 -0.439  0.44
H: 2.614 4.382 1.064  0.38
H: 0.222 4.822 -0.084  0.25
H: -0.112 3.098 0.161  0.25
H: -0.328 1.986 2.257  -0.01
H: -0.970 3.036 3.582  0.15
H: 1.349 4.043 3.467  -0.23
H: 1.268 5.580 2.415  0.54
C: -3.661 5.052 9.013  -0.68
C: -2.568 4.429 8.139  -0.72
C: -1.243 5.093 8.522  0.62
S: -1.408 5.596 10.232  1.17
O: -1.372 7.038 10.293  -0.69
O: -0.557 4.769 11.060  -0.66
C: -3.102 5.064 10.432  -0.72
H: -4.595 4.491 8.955  0.38
H: -3.861 6.075 8.681  0.30
H: -2.514 3.355 8.337  0.32
H: -2.778 4.555 7.077  0.37
H: -0.409 4.404 8.430  -0.85
H: -1.056 5.984 7.923  0.42
H: -3.629 5.746 11.098  0.41
H: -3.087 4.059 10.857  0.34
C: -1.107 -0.961 -2.541  0.76
C: -0.668 -0.980 -1.074  -0.98
C: 0.651 -0.208 -0.978  0.25
S: 0.627 0.987 -2.313  1.00
O: 1.678 0.651 -3.254  -0.61
O: 0.489 2.312 -1.763  -0.66
C: -0.940 0.481 -3.004  -0.87
H: -2.135 -1.300 -2.660  -0.63
H: -0.461 -1.621 -3.128  -0.08
H: -1.428 -0.487 -0.461  0.42
H: -0.555 -1.999 -0.700  0.41
H: 0.745 0.317 -0.028  -0.30
H: 1.510 -0.862 -1.128  0.32
H: -0.918 0.585 -4.087  0.48
H: -1.713 1.123 -2.579  0.42
C: -6.461 -2.976 -4.114  -0.70
C: -7.210 -1.646 -4.242  -0.60
C: -6.530 -0.645 -3.303  -0.81
S: -4.821 -1.169 -3.166  1.27
O: -4.574 -1.584 -1.807  -0.70
O: -3.977 -0.214 -3.841  -0.66
C: -4.979 -2.627 -4.186  -0.47
H: -6.744 -3.678 -4.901  0.30
H: -6.692 -3.438 -3.150  0.36
H: -7.142 -1.288 -5.274  0.28
H: -8.269 -1.754 -4.003  0.35
H: -6.565 0.368 -3.700  0.36
H: -6.970 -0.669 -2.307  0.37
H: -4.331 -3.416 -3.806  0.55
H: -4.687 -2.358 -5.205  0.28
C: -3.029 -4.883 -9.909  -0.57
C: -4.140 -5.646 -9.180  -0.61
C: -3.887 -5.499 -7.676  -0.62
S: -3.021 -3.943 -7.463  1.07
O: -1.695 -4.218 -6.977  -0.62
O: -3.896 -2.995 -6.813  -0.73
C: -2.916 -3.538 -9.200  -0.75
H: -3.252 -4.759 -10.969  0.35
H: -2.087 -5.431 -9.822  0.28
H: -5.109 -5.209 -9.435  0.29
H: -4.168 -6.696 -9.472  0.32
H: -4.818 -5.472 -7.111  0.28
H: -3.246 -6.294 -7.298  0.41
H: -1.980 -3.021 -9.403  0.40
H: -3.762 -2.893 -9.443  0.36
C: 5.366 -1.702 -5.461  0.24
C: 4.403 -0.566 -5.104  -0.82
C: 4.405 -0.423 -3.580  -0.19
S: 6.014 -0.984 -3.026  1.16
O: 5.838 -2.184 -2.238  -0.64
O: 6.778 0.142 -2.547  -0.72
C: 6.626 -1.452 -4.640  -0.84
H: 5.583 -1.729 -6.530  0.40
H: 4.923 -2.661 -5.182  -0.40
H: 4.752 0.364 -5.562  0.36
H: 3.396 -0.757 -5.478  0.31
H: 4.258 0.610 -3.274  0.49
H: 3.648 -1.057 -3.118  -0.11
H: 7.266 -2.329 -4.555  0.43
H: 7.193 -0.609 -5.037  0.36
C: 3.766 2.103 9.512  -0.64
C: 2.448 2.722 9.991  -0.71
C: 1.600 3.008 8.749  -0.37
S: 2.099 1.815 7.513  1.40
O: 2.721 2.523 6.421  -0.66
O: 1.032 0.868 7.305  -0.77
C: 3.377 1.038 8.491  -0.79
H: 4.337 1.676 10.338  0.39
H: 4.382 2.871 9.036  0.28
H: 1.926 2.012 10.638  0.30
H: 2.614 3.631 10.571  0.32
H: 0.539 2.889 8.951  0.20
H: 1.794 4.004 8.352  0.31
H: 4.203 0.736 7.849  0.38
H: 2.940 0.165 8.977  0.36
C: 2.564 -6.874 -3.464  -0.61
C: 3.797 -6.092 -3.001  -0.78
C: 3.700 -4.686 -3.600  -0.21
S: 1.954 -4.350 -3.814  1.19
O: 1.676 -4.240 -5.224  -0.71
O: 1.544 -3.339 -2.871  -0.56
C: 1.376 -5.943 -3.244  -0.80
H: 2.446 -7.809 -2.914  0.38
H: 2.657 -7.116 -4.526  0.26
H: 3.799 -6.027 -1.910  0.32
H: 4.724 -6.584 -3.300  0.35
H: 4.133 -3.935 -2.939  0.10
H: 4.174 -4.637 -4.580  0.22
H: 0.489 -6.236 -3.803  0.43
H: 1.139 -5.851 -2.183  0.35

=====

3.
# C36H71AlF5O10

C36H71AlF5O10 as an isolated structure (ωB97M-V/def2-TZVPD, OMol25).

Properties
Orbital gap   6.0 eV
LUMO level   1.9400 eV
Largest force on an atom   0.43 eV Å⁻¹
Total energy   -2908.45335 a.u.
Total charge   -1
HOMO energy   -0.1507 Eh
Spin multiplicity   1

Last column: Mulliken charge in e.
Atoms and positions in Å:
C: -4.015 1.528 6.174  -1.03
C: -4.179 0.491 5.067  -0.27
O: -4.325 1.143 3.829  -0.22
C: -5.331 0.624 2.947  -0.76
C: -4.991 0.874 1.486  -0.40
Al: -3.065 1.454 1.062  0.26
C: -1.899 -0.207 1.225  -0.97
C: -0.367 -0.105 1.199  -0.70
C: 0.179 0.454 -0.129  -0.92
C: 0.696 1.858 -0.061  0.94
F: -0.126 2.727 0.538  -0.25
F: 1.877 1.896 0.644  -0.29
C: 1.042 2.465 -1.433  0.33
F: 1.933 1.693 -2.088  -0.21
F: -0.035 2.583 -2.200  -0.23
F: 1.592 3.679 -1.309  -0.27
H: -3.588 2.426 5.733  0.24
H: -4.968 1.791 6.640  0.28
H: -3.345 1.172 6.961  0.36
H: -3.280 -0.143 5.027  0.17
H: -5.039 -0.165 5.256  0.38
H: -5.405 -0.457 3.137  0.38
H: -6.286 1.094 3.232  0.16
H: -5.643 1.652 1.072  0.31
H: -5.212 -0.046 0.931  0.16
H: -3.025 2.050 -0.461  -0.31
H: -2.537 2.657 2.035  -0.43
H: -2.189 -0.718 2.154  0.44
H: -2.175 -0.899 0.412  0.39
H: 0.075 -1.102 1.298  0.25
H: 0.021 0.483 2.039  0.35
H: 1.051 -0.129 -0.445  0.38
H: -0.568 0.368 -0.921  0.46
C: 4.102 3.942 1.040  -0.94
C: 5.347 4.448 1.721  0.58
O: 6.331 3.758 1.871  -0.59
C: 5.307 5.876 2.213  -1.01
H: 4.237 2.910 0.730  0.31
H: 3.245 4.004 1.712  0.33
H: 3.881 4.559 0.167  0.33
H: 4.501 6.011 2.935  0.29
H: 5.118 6.555 1.379  0.34
H: 6.257 6.128 2.682  0.33
C: 5.006 -2.520 -4.273  -1.07
C: 4.318 -1.706 -3.201  0.74
O: 3.757 -2.238 -2.270  -0.51
C: 4.374 -0.210 -3.368  -0.50
H: 4.902 -3.580 -4.052  0.31
H: 4.573 -2.293 -5.248  0.25
H: 6.064 -2.255 -4.320  0.30
H: 3.914 0.070 -4.315  -0.04
H: 5.415 0.116 -3.396  0.37
H: 3.862 0.281 -2.544  0.12
C: -1.831 5.645 9.010  -1.13
C: -2.277 5.130 7.659  0.79
O: -2.984 4.159 7.550  -0.47
C: -1.785 5.888 6.448  -1.03
H: -2.246 5.017 9.796  0.29
H: -0.742 5.638 9.072  0.32
H: -2.167 6.675 9.148  0.32
H: -0.694 5.889 6.424  0.31
H: -2.120 6.927 6.495  0.31
H: -2.165 5.420 5.544  0.28
C: 2.813 -3.788 0.587  -1.00
C: 1.441 -4.227 0.135  0.92
O: 0.461 -3.553 0.344  -0.51
C: 1.353 -5.548 -0.595  -1.11
H: 2.739 -2.829 1.095  0.21
H: 3.238 -4.533 1.264  0.40
H: 3.473 -3.685 -0.275  0.21
H: 1.723 -6.357 0.038  0.31
H: 1.972 -5.516 -1.494  0.32
H: 0.323 -5.752 -0.870  0.27
C: -0.533 -10.157 -0.397  -1.17
C: -1.208 -8.922 -0.947  0.87
O: -0.571 -7.963 -1.316  -0.53
C: -2.713 -8.953 -1.021  -1.04
H: 0.545 -10.017 -0.397  0.31
H: -0.878 -10.348 0.621  0.34
H: -0.793 -11.024 -1.006  0.32
H: -3.140 -9.112 -0.029  0.40
H: -3.033 -9.770 -1.668  0.25
H: -3.076 -8.009 -1.421  0.23
C: 3.135 1.701 -7.106  -1.00
C: 4.051 0.568 -7.499  0.86
O: 4.663 -0.071 -6.675  -0.49
C: 4.164 0.271 -8.975  -1.19
H: 3.132 1.823 -6.025  0.19
H: 3.466 2.629 -7.576  0.35
H: 2.119 1.498 -7.450  0.33
H: 4.529 1.151 -9.507  0.34
H: 3.182 0.020 -9.381  0.33
H: 4.847 -0.560 -9.132  0.30
C: -2.060 -9.083 -5.350  -1.16
C: -3.402 -9.107 -4.662  0.94
O: -3.750 -10.042 -3.978  -0.57
C: -4.280 -7.896 -4.855  -1.18
H: -1.519 -10.002 -5.135  0.29
H: -2.193 -8.981 -6.429  0.38
H: -1.479 -8.227 -5.002  0.30
H: -4.493 -7.752 -5.916  0.39
H: -3.766 -7.003 -4.495  0.31
H: -5.212 -8.025 -4.310  0.30
C: 4.634 10.621 3.768  -1.13
C: 4.670 9.281 4.466  0.85
O: 4.074 8.325 4.034  -0.52
C: 5.492 9.201 5.731  -1.13
H: 4.015 10.552 2.876  0.30
H: 4.229 11.382 4.437  0.34
H: 5.645 10.925 3.490  0.32
H: 5.116 9.913 6.468  0.35
H: 6.531 9.457 5.519  0.32
H: 5.441 8.193 6.137  0.30
C: -5.151 -0.545 -3.657  -1.16
C: -5.867 0.045 -2.458  0.82
O: -5.345 0.865 -1.752  -0.42
C: -7.269 -0.467 -2.189  -1.17
H: -4.161 -0.103 -3.732  0.28
H: -5.061 -1.628 -3.547  0.32
H: -5.716 -0.346 -4.571  0.35
H: -7.251 -1.547 -2.029  0.33
H: -7.917 -0.264 -3.044  0.38
H: -7.662 0.024 -1.302  0.27